(1)
The following is a DFT calculation (wB97M-V/def2-TZVPD) of C12H15N5OOsS3 as an isolated structure.

XYZ file:
```
37
C12H15N5OOsS3 | the OMol25 dataset | wB97M-V/def2-TZVPD
Os 1.11456 0.28052 0.74245
S 0.01670 1.02976 2.64670
C 0.09158 2.59077 1.95973
S 0.84432 2.52164 0.40867
C -0.38303 3.74196 2.55990
C -0.99170 3.66650 3.84994
N -1.48403 3.54944 4.88838
C -0.24708 5.00238 1.90548
N -0.13453 6.02395 1.37661
S 2.23587 -1.50758 -3.27924
C 2.87352 0.07463 -3.19353
C 2.60627 0.62099 -1.99268
N 1.89389 -0.22668 -1.14508
C 1.63628 -1.39520 -1.72517
H 3.41255 0.51987 -4.02018
H 2.90084 1.60796 -1.66591
H 1.10316 -2.19901 -1.23522
C 2.72863 -1.46952 4.59294
N 2.64958 -1.63758 3.11954
C 3.58172 -0.82809 2.34140
C 1.55926 -2.14714 2.51641
O 1.10614 -1.60681 1.40557
N 0.94504 -3.21564 2.96685
C 1.58693 -4.22078 3.83641
C -0.39621 -3.59090 2.47553
H 2.73742 -0.40663 4.83538
H 3.63287 -1.92486 4.98957
H 1.86766 -1.91497 5.07380
H 4.39450 -0.51333 2.98778
H 3.14353 0.11244 1.96690
H 3.99416 -1.37160 1.49565
H 2.65200 -4.04360 3.91346
H 1.42842 -5.19814 3.38606
H 1.13666 -4.22106 4.82705
H -0.87700 -2.75328 1.98955
H -1.00026 -3.90745 3.32220
H -0.31542 -4.42184 1.77452
```

Output
F_max = 0.58 eV Å⁻¹
Charge = +2
HOMO (alpha / beta) = -15.70 / -16.11 eV
Spin multiplicity = 5

***

(2)
The following is a DFT calculation (wB97M-V/def2-TZVPD) of C12H16BBrCaN3O11 as an isolated structure at a distorted geometry.

XYZ file:
```
45
C12H16BBrCaN3O11 | the OMol25 dataset | wB97M-V/def2-TZVPD
C 2.15376 -0.65694 -0.25123
C 1.01796 -0.58799 0.14368
C -0.44549 -0.60400 0.55691
C -1.23186 -1.57411 -0.31983
C -0.82673 -2.99106 -0.50359
C -1.64796 -3.77740 -1.33837
N -2.71160 -3.44693 -2.01397
N -3.01737 -2.14572 -1.79046
O -4.13938 -1.71848 -2.46353
N -3.72252 -1.69306 -3.89995
O -3.71930 -0.61276 -4.28266
C -2.39397 -1.24754 -1.01520
C -2.97511 0.14252 -0.89351
B -4.18683 0.17274 0.18032
O -3.93348 0.07164 1.52873
O -5.48605 0.32013 -0.19924
H 3.01522 -0.86395 -0.85766
H -0.43819 -0.95028 1.59904
H -0.78755 0.42628 0.51805
H 0.04668 -3.43411 -0.03454
H -1.36535 -4.82731 -1.44820
H -2.24051 0.88498 -0.57144
H -3.35866 0.49565 -1.85909
H -4.33696 -0.71633 1.91046
H -5.53728 0.45798 -1.15246
O 1.36164 0.03063 -2.88654
H 1.52611 0.92607 -3.34561
H 0.53467 0.18071 -2.38421
C 3.24673 1.89252 4.26720
C 3.15359 0.38433 4.21068
O 1.87656 0.17655 3.58861
C 1.58170 1.28605 2.88235
O 0.67305 1.37434 2.11729
O 2.45291 2.28634 3.14998
H 4.26040 2.26035 4.17065
H 2.77911 2.34587 5.23556
H 3.93160 -0.05499 3.58154
H 3.18706 -0.08053 5.18745
C 3.43813 2.73402 -2.96038
O 2.22060 2.87104 -3.29809
O 4.15429 3.91486 -3.02855
O 4.02918 1.71389 -2.59359
H 3.41657 4.46667 -3.33305
Ca 0.87697 -1.85918 -2.82228
Br 3.56766 2.02650 6.71877
```

Output
F_max = 3.51 eV Å⁻¹
Charge = +1
HOMO = -8.75 eV

***

(3)
The following is a DFT calculation (wB97M-V/def2-TZVPD) of a 3-piece molecular cluster, C12H16BrF13NO2 overall at a distorted geometry.

XYZ file:
```
45
C12H16BrF13NO2 | the OMol25 dataset | wB97M-V/def2-TZVPD
F -0.48211 -1.69448 1.46601
C 0.01482 -0.68072 0.83038
F -0.74519 -0.38533 -0.19477
F 1.17840 -1.09561 0.31778
C 0.35687 0.53574 1.72454
F 0.74353 1.53771 0.98206
F 1.43977 0.15799 2.39798
C -0.67051 1.00247 2.80266
F -1.19482 0.00857 3.45127
F 0.09240 1.61706 3.72482
C -1.72581 2.09327 2.41995
F -1.06281 3.24745 2.35389
F -2.52961 2.20896 3.43686
C -2.53675 1.98256 1.11946
F -3.36299 3.02572 1.14203
F -1.77985 2.19441 0.05791
C -3.42184 0.71449 0.90920
F -3.39759 0.47548 -0.42645
F -2.89852 -0.38485 1.49204
C -4.87557 0.84135 1.29693
C -5.16258 0.88631 2.82517
N -6.31621 0.06397 3.16957
Br -7.83949 0.79552 2.27641
H -5.32524 -0.08246 0.94233
H -5.36391 1.62769 0.74116
H -4.34477 0.46485 3.40566
H -5.40326 1.91882 3.12931
C 2.18648 -1.13894 -3.31807
C 0.70568 -1.17712 -3.64934
O -0.02738 -1.88222 -2.65411
H 2.58127 -2.15229 -3.22813
H 2.75043 -0.60978 -4.08643
H 2.35341 -0.64223 -2.35908
H 0.53862 -1.69113 -4.59561
H 0.30596 -0.16037 -3.73453
H 0.10703 -1.42544 -1.81836
C 6.69262 -1.25167 -1.33696
C 5.53363 -1.66014 -2.22792
O 5.40774 -0.75964 -3.32775
H 6.54385 -0.23840 -0.96249
H 6.79321 -1.92935 -0.48749
H 7.63092 -1.25506 -1.89787
H 4.59661 -1.63578 -1.67516
H 5.67905 -2.67493 -2.61376
H 6.23449 -0.79248 -3.82107
```

Output
F_max = 2.12 eV Å⁻¹
Charge = -1
HOMO = -2.37 eV

***

(4)
The following is a DFT calculation (wB97M-V/def2-TZVPD) of one molecule with the formula C12H16BrNO3Si at a distorted geometry.

XYZ file:
```
34
C12H16BrNO3Si | the OMol25 dataset | wB97M-V/def2-TZVPD
Br 1.21543 5.58472 -3.25824
C 0.92441 4.07419 -2.20030
C 1.95235 3.11302 -2.20536
C 1.72206 1.97448 -1.43695
C 0.54256 1.88065 -0.74078
Si 0.24266 0.27488 0.04547
O 0.09843 -0.70536 -1.25574
C -1.02170 -1.62894 -1.36219
C -0.88196 -2.84473 -0.43385
N -0.43958 -2.46665 0.92336
C 1.02007 -2.41544 1.24975
C 1.49145 -1.07682 1.90310
O 1.50571 0.01384 1.09704
C -1.58733 -1.85180 1.84660
C -1.59980 -0.35775 1.96510
O -1.21797 0.36944 0.86777
C -0.48195 2.75283 -0.81211
C -0.26439 3.94194 -1.52245
H 2.71071 3.12364 -2.98753
H 2.40529 1.12346 -1.42235
H -1.89074 -1.02369 -1.07399
H -1.08362 -1.79173 -2.45734
H -1.79196 -3.49270 -0.39000
H -0.07984 -3.48488 -0.81475
H 1.29139 -3.29911 1.82644
H 1.59353 -2.59244 0.42399
H 2.55564 -1.19724 2.16543
H 0.93242 -0.88275 2.87817
H -1.52294 -2.34243 2.75185
H -2.45116 -2.24140 1.30365
H -2.54651 0.04534 2.25036
H -0.91714 0.01694 2.75869
H -1.38670 2.67965 -0.26080
H -1.03881 4.72684 -1.62202
```

Output
F_max = 4.75 eV Å⁻¹
Energy above the lowest of the compared OMol25 structures with the same formula, charge and spin = 25.85 kcal per mole
HOMO = -8.59 eV
SMILES = Brc1ccc([Si]23OCCN(CCO2)CCO3)cc1

***

(5)
The following is a DFT calculation (wB97M-V/def2-TZVPD) of C12H16F3IrN5OTe as an isolated structure.

XYZ file:
```
39
C12H16F3IrN5OTe | the OMol25 dataset | wB97M-V/def2-TZVPD
Ir 0.10047 -0.72157 1.23978
N 3.91284 -3.58708 -1.04552
N 3.06023 -2.51669 -0.91383
N 3.33844 -1.33770 -1.43029
C 2.34425 -0.59932 -0.97155
N 1.51588 -1.33690 -0.21419
N 1.99821 -2.58117 -0.18538
H 4.34680 -3.54025 -1.96191
H 3.38665 -4.44472 -0.91452
H 2.22493 0.44949 -1.16938
Te -1.69681 -1.30081 2.86922
C -2.52532 -1.15509 0.92481
C -1.92947 -1.86365 -0.12829
C -2.29735 -1.58350 -1.45484
C -3.26173 -0.64056 -1.72491
C -3.88439 0.04002 -0.67111
C -3.50813 -0.19391 0.63347
H -1.29142 -2.71756 0.07753
H -1.84019 -2.14441 -2.26036
H -3.55781 -0.44239 -2.74639
H -4.66600 0.75881 -0.88193
H -3.98228 0.35478 1.43761
F 2.69663 0.07236 1.94318
C 1.60834 -0.49734 2.53233
F 1.33773 0.26362 3.61416
F 2.01734 -1.69959 2.98936
C 0.37724 3.52245 0.36085
C -0.13595 2.95517 -0.98097
C -0.52802 1.52944 -0.65292
O 0.42304 1.15009 0.38937
C 0.51142 2.31670 1.28722
H -0.31505 4.24485 0.78668
H 1.33369 4.02145 0.22450
H 0.65420 2.96840 -1.73100
H -0.98148 3.51368 -1.37563
H -0.40971 0.81539 -1.46571
H -1.53311 1.45119 -0.23627
H 1.46203 2.24290 1.80467
H -0.30614 2.23342 2.00219
```

Output
F_max = 0.63 eV Å⁻¹
Energy above the lowest of the compared OMol25 structures with the same formula, charge and spin = 4.20 kcal per mole
Charge = +1
HOMO (alpha / beta) = -11.84 / -11.85 eV

***

(6)
The following is a DFT calculation (wB97M-V/def2-TZVPD) of a 3-piece molecular cluster, C12H16N2O3 overall at a distorted geometry.

XYZ file:
```
33
C12H16N2O3 | the OMol25 dataset | wB97M-V/def2-TZVPD
O 1.39973 -2.41787 1.35869
C 1.13111 -1.70587 0.38445
O 1.52968 -1.91652 -0.81245
C 1.28017 -0.78126 -1.63805
C 0.43874 0.04254 -0.77396
O 0.52110 -0.57644 0.50701
H 2.24198 -0.29771 -1.80897
H 0.92267 -0.75836 -2.66750
H -0.60769 -0.03295 -1.06955
H 0.78504 1.07571 -0.74663
C -1.71022 -6.09536 -2.30998
C -1.70833 -7.43663 -2.60025
C -2.10331 -7.89733 -3.82445
N -2.36812 -7.05618 -4.81757
C -2.33028 -5.73735 -4.60617
C -1.98131 -5.18915 -3.34609
H -1.54484 -5.62628 -1.35133
H -1.35247 -8.19555 -1.91922
H -2.16688 -8.95335 -4.04167
H -2.87469 -5.03396 -5.21876
H -2.14356 -4.13121 -3.20172
C 1.06455 6.42420 2.24988
C 0.25499 6.70230 3.55954
C 1.11685 7.06061 4.86087
C 1.95439 5.95627 5.12525
N 2.64740 5.03095 5.41028
H 0.56893 5.87921 1.44649
H 1.92021 5.82505 2.56127
H 1.43087 7.36758 1.84498
H -0.22701 5.74328 3.74936
H -0.47090 7.50281 3.41681
H 0.51205 7.42760 5.69009
H 1.86900 7.80133 4.58941
```

Output
F_max = 6.72 eV Å⁻¹
Energy above the lowest of the compared OMol25 structures with the same formula, charge and spin = 84.58 kcal per mole
HOMO = -9.36 eV
SMILES = O=C1OCCO1.c1ccncc1.CCCC#N

***

(7)
The following is a DFT calculation (wB97M-V/def2-TZVPD) of one molecule with the formula C12H16N2O3S at a distorted geometry.

XYZ file:
```
34
C12H16N2O3S | the OMol25 dataset | wB97M-V/def2-TZVPD
N -1.26121 3.61843 1.04558
C -0.91123 2.62908 0.03154
C -0.47412 3.03262 -1.42269
S -1.57934 3.83409 -2.48494
C 0.58753 2.07811 0.42057
O 1.72164 3.00658 0.71891
N 0.61879 0.69835 0.25594
C 1.63698 -0.22913 0.83084
C 0.91182 -1.15240 1.75960
C 0.03768 -2.19514 0.83201
C -1.38313 -2.09464 0.96773
C -2.20824 -2.81140 0.17731
C -1.60022 -3.49318 -1.06036
C -0.21328 -3.57765 -1.04607
C 0.65006 -3.02730 -0.18067
C 2.63205 -0.72412 -0.12416
O 3.51887 -1.54979 0.12129
O 2.64894 -0.36251 -1.38590
H -1.42141 3.03902 2.02692
H -0.44510 4.24453 1.04214
H -1.79730 1.81771 0.21270
H 0.44518 3.62668 -1.55491
H -0.22646 2.02467 -1.90674
H -2.29277 4.36316 -1.49594
H -0.32448 0.36019 -0.17221
H 2.16513 0.50848 1.48207
H 0.24759 -0.93178 2.75193
H 1.79393 -1.74124 1.95473
H -1.93032 -1.75253 1.98753
H -3.27774 -2.59714 0.10441
H -2.26581 -3.95593 -1.90592
H 0.17736 -3.89893 -2.15823
H 1.67547 -3.35169 -0.21603
H 2.14312 0.56479 -1.60900
```

Output
F_max = 9.32 eV Å⁻¹
Energy above the lowest of the compared OMol25 structures with the same formula, charge and spin = 173.86 kcal per mole
HOMO = -9.12 eV
SMILES = N[C@@H](CS)C(=O)N[C@@H](Cc1ccccc1)C(=O)O

***

(8)
The following is a DFT calculation (wB97M-V/def2-TZVPD) of one molecule with the formula C12H16N2O5 at a distorted geometry.

XYZ file:
```
35
C12H16N2O5 | the OMol25 dataset | wB97M-V/def2-TZVPD
N 1.31812 1.74019 -2.71980
C 0.19126 2.50947 -2.03386
C -0.99652 2.82504 -2.91985
O -1.47199 1.65325 -3.55858
C -0.44173 1.64171 -0.89433
O -1.42368 1.90387 -0.18998
N -0.07761 0.32330 -1.04565
C -0.73266 -0.77970 -0.57069
C -1.22885 -0.78178 0.88983
C 0.07264 -1.14079 1.77111
C 1.15655 -0.29409 1.75464
C 2.19956 -0.50302 2.76498
C 2.16237 -1.64472 3.65437
O 3.15869 -1.97380 4.55251
C 0.99178 -2.51648 3.70822
C -0.07395 -2.11192 2.74808
C -1.77836 -1.42572 -1.45861
O -1.90433 -2.58913 -1.49844
O -2.61843 -0.64502 -2.14157
H 1.24776 1.60270 -3.70513
H 2.25936 1.87636 -2.40280
H 0.74451 3.34698 -1.62480
H -0.81013 3.46822 -3.69000
H -1.89240 3.19215 -2.34146
H -1.56173 1.01702 -3.00540
H 0.56485 0.20156 -1.78690
H -0.01856 -1.65801 -0.56612
H -1.74205 0.13512 1.23863
H -1.91755 -1.64159 1.02038
H 1.21477 0.64758 1.05906
H 3.14983 0.07476 2.69432
H 2.63033 -2.35635 5.30874
H 0.99083 -3.48035 4.17050
H -0.92684 -2.83181 2.74095
H -2.43584 0.21499 -1.92234
```

Output
F_max = 8.79 eV Å⁻¹
Energy above the lowest of the compared OMol25 structures with the same formula, charge and spin = 118.30 kcal per mole
HOMO = -8.78 eV
SMILES = N[C@@H](CO)C(=O)N[C@@H](Cc1ccc(O)cc1)C(=O)O

***

> Which of these has the highest F_max?

C12H16N2O3S

***

Copy entry 7 word for word.
The following is a DFT calculation (wB97M-V/def2-TZVPD) of one molecule with the formula C12H16N2O3S at a distorted geometry.

XYZ file:
```
34
C12H16N2O3S | the OMol25 dataset | wB97M-V/def2-TZVPD
N -1.26121 3.61843 1.04558
C -0.91123 2.62908 0.03154
C -0.47412 3.03262 -1.42269
S -1.57934 3.83409 -2.48494
C 0.58753 2.07811 0.42057
O 1.72164 3.00658 0.71891
N 0.61879 0.69835 0.25594
C 1.63698 -0.22913 0.83084
C 0.91182 -1.15240 1.75960
C 0.03768 -2.19514 0.83201
C -1.38313 -2.09464 0.96773
C -2.20824 -2.81140 0.17731
C -1.60022 -3.49318 -1.06036
C -0.21328 -3.57765 -1.04607
C 0.65006 -3.02730 -0.18067
C 2.63205 -0.72412 -0.12416
O 3.51887 -1.54979 0.12129
O 2.64894 -0.36251 -1.38590
H -1.42141 3.03902 2.02692
H -0.44510 4.24453 1.04214
H -1.79730 1.81771 0.21270
H 0.44518 3.62668 -1.55491
H -0.22646 2.02467 -1.90674
H -2.29277 4.36316 -1.49594
H -0.32448 0.36019 -0.17221
H 2.16513 0.50848 1.48207
H 0.24759 -0.93178 2.75193
H 1.79393 -1.74124 1.95473
H -1.93032 -1.75253 1.98753
H -3.27774 -2.59714 0.10441
H -2.26581 -3.95593 -1.90592
H 0.17736 -3.89893 -2.15823
H 1.67547 -3.35169 -0.21603
H 2.14312 0.56479 -1.60900
```

Output
F_max = 9.32 eV Å⁻¹
Energy above the lowest of the compared OMol25 structures with the same formula, charge and spin = 173.86 kcal per mole
HOMO = -9.12 eV
SMILES = N[C@@H](CS)C(=O)N[C@@H](Cc1ccccc1)C(=O)O

***

> Number 5 is which compound?

C12H16F3IrN5OTe

***

> What is the formula in the sixth record?

C12H16N2O3